1.
161
Properties=species:S:1:pos:R:3:forces:R:3:lowdin_charge:R:1 method="wB97M-V/def2-TZVPD" energy_ev=-99356.1678 homo_ev=-9.279 lumo_energy_ev=-0.20 gap_ev=9.1
C -0.970773 -0.360457 -0.613549 0.41 -0.10 -2.24 -0.046
O -0.177483 -0.916008 0.414750 0.40 0.36 1.22 -0.010
C 1.106553 -0.542481 0.611163 1.77 0.08 -1.27 -0.525
O 1.829865 -1.025779 1.454075 -1.24 0.68 -0.85 0.132
O 1.516730 0.343706 -0.373315 -1.01 -0.18 0.20 -0.053
C 2.907040 0.669107 -0.602276 0.71 -0.75 1.06 -0.010
H -0.592046 -0.733111 -1.567010 0.20 -0.12 -0.13 0.073
H -0.935977 0.717496 -0.767685 0.00 0.05 0.93 0.077
H -1.990620 -0.742753 -0.625012 0.10 0.06 0.98 0.071
H 3.100315 1.405401 -1.382055 -1.11 0.08 -0.14 0.083
H 3.446711 -0.227406 -0.908153 -0.06 -0.13 0.15 0.098
H 3.360563 1.065148 0.306277 -0.08 -0.22 0.12 0.083
C 5.005512 2.619936 -3.829233 1.32 -1.75 0.54 -0.159
C 4.851818 3.901251 -3.093592 -0.18 0.88 0.78 -0.182
C 6.146744 3.946642 -2.235679 -0.73 0.33 -1.13 -0.191
O 6.387951 2.606943 -1.826857 -0.26 0.10 -0.14 -0.138
C 5.955190 1.755200 -2.877207 -1.60 0.29 -0.99 -0.173
H 5.633551 2.695512 -4.716930 -0.60 0.51 -0.39 0.107
H 4.070130 2.103589 -4.042498 0.10 0.03 -0.12 0.093
H 3.977232 3.953171 -2.443875 -0.11 -0.47 0.07 0.093
H 4.681028 4.709167 -3.805663 0.52 0.35 0.19 0.113
H 6.085476 4.605447 -1.370173 0.09 -0.16 0.03 0.101
H 6.908894 4.299417 -2.932910 0.59 0.03 0.27 0.117
H 5.345294 0.923240 -2.524547 0.45 -0.14 0.54 0.097
H 6.765773 1.374245 -3.498676 0.30 -0.05 0.37 0.113
C -3.306682 -5.306469 1.821706 0.29 -0.75 -0.61 -0.168
C -2.782635 -4.411188 0.740379 0.41 0.51 -1.57 -0.166
C -3.858495 -3.320237 0.541840 0.72 -1.68 1.27 -0.172
O -4.269460 -3.182187 1.895092 -0.28 2.18 0.59 -0.172
C -4.168038 -4.370968 2.647246 -0.20 -0.82 -0.62 -0.185
H -2.447571 -5.751896 2.323187 -0.26 -0.04 0.38 0.106
H -3.844122 -6.114120 1.324082 -0.33 -0.08 0.39 0.113
H -2.579074 -4.985712 -0.163847 0.17 0.12 -0.12 0.112
H -1.850612 -3.958893 1.080151 -0.01 0.28 -0.23 0.094
H -4.731672 -3.653172 -0.021839 0.09 -0.10 -0.48 0.121
H -3.460738 -2.390425 0.136980 -0.14 0.05 0.27 0.092
H -5.184669 -4.758353 2.721936 0.04 -0.19 0.59 0.121
H -3.688043 -4.226410 3.615130 -0.37 0.53 0.10 0.111
C -4.692843 -0.003843 -0.460676 -0.92 0.59 -0.09 -0.163
C -5.974964 -0.643266 0.051064 0.19 -1.67 1.05 -0.177
C -6.767081 0.522849 0.531524 -0.35 0.57 0.25 -0.235
O -6.551665 1.445671 -0.476452 0.54 2.24 -1.69 -0.134
C -5.250041 1.295244 -1.100094 -0.47 -1.11 0.83 -0.149
H -4.126711 -0.618138 -1.160410 0.10 0.02 0.13 0.080
H -4.138063 0.254852 0.441637 0.56 0.03 -0.28 0.103
H -5.766648 -1.319016 0.881547 0.04 -0.27 -0.09 0.101
H -6.523785 -1.206334 -0.704504 -0.03 0.11 -0.17 0.118
H -6.460002 0.969945 1.479326 0.52 -0.38 0.36 0.122
H -7.848418 0.424275 0.631497 -0.02 -0.51 -0.21 0.128
H -4.550645 2.107843 -0.902705 -0.41 0.38 0.04 0.095
H -5.459332 1.180672 -2.164172 0.25 0.10 -0.15 0.106
C -0.404516 -4.705425 4.626528 -1.29 -0.76 0.28 -0.158
C 0.284201 -4.211408 3.378484 1.33 0.42 -1.05 -0.152
C 1.454702 -3.335585 3.900023 -1.41 0.31 0.17 -0.180
O 1.346265 -3.470563 5.313690 2.47 0.29 0.29 -0.143
C 0.035520 -3.740956 5.696182 0.34 0.37 0.50 -0.214
H -0.055594 -5.717958 4.831574 0.37 0.13 0.36 0.118
H -1.484760 -4.857072 4.617850 -0.19 0.44 -0.48 0.096
H -0.281839 -3.644481 2.639471 -0.35 -0.17 0.16 0.079
H 0.847903 -4.987552 2.860664 -0.81 -0.45 -0.23 0.108
H 1.369349 -2.285953 3.615676 -0.30 0.09 -0.05 0.078
H 2.388395 -3.660245 3.441203 0.31 -0.23 0.86 0.124
H -0.474232 -2.783031 5.823214 -0.77 0.14 -0.81 0.112
H 0.031893 -4.085628 6.730791 0.26 -0.65 -0.14 0.127
C 5.131072 5.049045 2.758492 0.00 2.16 0.52 -0.194
C 4.615064 5.006092 1.364718 -0.24 0.73 -1.14 -0.184
C 4.531051 3.507150 1.069803 0.61 1.03 1.19 -0.166
O 4.431846 2.936239 2.408907 -0.37 -0.82 -0.60 -0.144
C 4.343622 3.966208 3.405792 1.47 -1.15 0.03 -0.213
H 5.069479 6.040487 3.210261 -0.72 0.12 0.08 0.120
H 6.212903 4.929028 2.827220 0.00 -0.95 -0.15 0.126
H 5.231003 5.606306 0.694443 0.08 -0.32 -0.30 0.107
H 3.627822 5.469395 1.335003 -0.19 -0.05 0.04 0.108
H 5.475122 3.206842 0.614968 -0.17 -0.52 -0.06 0.112
H 3.681302 3.256513 0.435090 -0.01 -0.22 0.14 0.090
H 4.945847 3.690616 4.272110 -0.43 -0.64 0.18 0.118
H 3.296347 4.057435 3.694864 0.00 0.84 -0.09 0.123
O -1.398138 -2.671821 -3.229387 -0.38 0.85 -0.38 0.102
C -2.474210 -2.316594 -3.654456 0.90 -2.30 1.10 -0.477
O -2.794857 -1.044792 -3.904887 -0.11 0.03 -1.18 -0.019
C -4.075586 -1.017048 -4.621952 -0.44 -0.73 1.88 -0.090
C -4.791235 -2.270297 -3.981289 -0.19 0.80 -1.52 -0.132
C -3.657907 -3.285903 -3.858107 -0.26 1.52 -0.20 -0.053
H -3.983916 -1.074420 -5.706281 0.44 -0.08 0.08 0.126
H -4.514673 -0.065678 -4.323884 -0.20 -0.13 -0.22 0.114
H -5.532194 -2.636285 -4.691868 -0.38 0.12 0.37 0.114
H -5.239566 -1.945267 -3.042897 -0.01 -0.31 0.04 0.103
H -3.569037 -3.823832 -4.802148 0.30 0.01 -0.02 0.129
H -3.784259 -4.025231 -3.068458 0.34 0.26 0.11 0.123
O 3.846085 -6.391950 -1.947913 0.27 0.41 0.10 0.113
C 3.116387 -5.457757 -2.131493 0.54 -0.36 1.11 -0.487
O 2.315793 -5.421866 -3.188436 -1.14 0.60 -0.30 0.050
C 1.414113 -4.289534 -3.105212 -0.21 -0.03 -1.01 -0.134
C 1.563029 -3.665501 -1.744873 -0.60 0.47 0.80 -0.165
C 2.803951 -4.293717 -1.171534 0.31 -0.27 0.36 -0.057
H 0.376577 -4.592723 -3.242210 0.22 -0.38 -0.30 0.111
H 1.701537 -3.646207 -3.937082 -0.09 0.22 0.10 0.115
H 0.723954 -3.908586 -1.092179 -0.21 -0.19 -0.23 0.113
H 1.543230 -2.575711 -1.766238 0.40 0.03 -0.21 0.100
H 2.596990 -4.759597 -0.207998 0.10 -0.02 0.03 0.121
H 3.587742 -3.562510 -0.975653 0.38 -0.37 -0.44 0.127
O -2.871254 2.727893 1.163716 0.37 -0.45 -0.02 0.109
C -1.848750 3.302366 0.883518 -1.37 -0.05 0.32 -0.476
O -1.883326 4.290662 -0.023021 -0.67 -0.27 -0.41 0.023
C -0.631888 4.923929 -0.191866 0.25 0.50 0.49 -0.128
C 0.277722 4.345035 0.908086 0.68 0.31 -0.32 -0.115
C -0.494263 3.169813 1.457868 1.17 -0.47 0.40 -0.066
H -0.841677 5.987219 -0.076924 0.34 0.06 -0.15 0.130
H -0.282134 4.710481 -1.202000 0.19 0.08 0.06 0.108
H 0.497948 5.006079 1.745975 -0.08 0.46 -0.40 0.120
H 1.226928 4.050338 0.460706 0.05 -0.02 0.14 0.106
H -0.489109 3.179157 2.547537 -0.42 -0.13 -0.04 0.115
H -0.000298 2.238361 1.179214 -0.38 -0.24 -0.15 0.126
O 3.617087 -1.128039 -4.242982 -2.36 -0.13 -1.43 0.088
C 2.477771 -1.038928 -4.708836 2.45 -0.52 1.53 -0.475
O 2.075859 -1.614642 -5.858621 0.27 -0.77 -0.53 0.025
C 0.707040 -1.284334 -6.205923 0.56 1.16 1.01 -0.108
C 0.479626 -0.048238 -5.303669 -1.17 -0.05 -0.35 -0.137
C 1.353375 -0.293909 -4.087186 -0.28 0.72 -0.25 -0.078
H -0.011944 -2.067268 -5.963669 0.41 -0.37 0.20 0.115
H 0.651402 -1.090338 -7.276395 0.20 0.07 0.10 0.125
H -0.581598 0.024469 -5.064071 -0.02 0.23 0.05 0.093
H 0.804781 0.862038 -5.807883 -0.04 0.01 -0.09 0.124
H 0.856098 -0.858764 -3.298350 0.05 -0.25 -0.11 0.108
H 1.739368 0.624971 -3.646325 -0.07 -0.03 0.06 0.109
O -1.375035 2.356590 4.559288 -1.13 -1.63 -0.96 0.087
C -1.867860 1.316396 4.147999 1.50 0.21 1.50 -0.414
O -1.055862 0.348414 3.567203 -0.38 0.81 0.34 -0.021
C -1.874432 -0.719521 3.032596 -0.53 1.01 -0.59 -0.127
C -3.075715 -0.714757 3.982125 0.21 -1.08 -0.03 -0.148
C -3.270790 0.725489 4.290238 0.12 1.65 -0.65 -0.079
H -1.298066 -1.636551 2.917794 0.01 0.10 0.49 0.112
H -2.088764 -0.356596 2.026485 -0.53 -0.36 -0.16 0.105
H -2.704798 -1.247013 4.859121 -0.38 -0.10 0.27 0.119
H -4.016613 -1.144258 3.639657 0.39 -0.43 -0.27 0.113
H -3.854731 0.984780 5.172715 0.70 -0.06 0.38 0.134
H -3.843702 1.225460 3.506596 -0.06 -0.08 -0.43 0.122
O 3.754951 1.342787 7.692036 -1.22 -0.51 -1.54 0.079
C 3.091881 1.020314 6.711697 1.96 0.34 1.41 -0.469
O 2.052307 0.194381 6.783272 -0.38 -0.68 0.37 0.034
C 1.456927 -0.079502 5.472606 0.97 1.45 1.01 -0.086
C 2.048399 1.076666 4.651780 -2.09 -1.07 -2.37 -0.169
C 3.316304 1.453715 5.272214 0.77 1.12 1.25 -0.094
H 0.388006 0.024672 5.651621 0.08 -0.40 -0.41 0.117
H 1.795935 -1.056483 5.131476 -0.29 0.03 0.24 0.102
H 1.331642 1.897513 4.617089 0.01 0.08 0.24 0.110
H 2.116138 0.726618 3.621014 0.24 0.15 -0.14 0.108
H 3.432862 2.536509 5.299441 0.05 -0.10 0.09 0.097
H 4.250050 1.091906 4.842189 -0.17 -0.46 0.08 0.141
O 1.357733 3.288834 -3.380794 -1.22 0.31 -0.33 0.095
C 0.149120 3.122924 -3.396514 2.50 1.40 -1.03 -0.524
O -0.365043 2.197243 -2.653620 -1.43 -1.67 2.28 0.041
C -1.782717 2.057897 -2.801538 -1.15 0.22 -0.76 -0.146
C -2.099690 2.872364 -4.037378 -0.21 -0.84 -1.45 -0.150
C -0.925251 3.805814 -4.213476 -0.12 0.06 -0.02 -0.052
H -2.474490 2.462374 -2.061589 1.06 -0.08 1.18 0.117
H -1.999921 1.000604 -2.949045 0.11 0.05 0.14 0.104
H -3.066724 3.373616 -4.053996 0.05 -0.12 0.26 0.125
H -2.080347 2.149996 -4.854782 -0.21 0.20 -0.38 0.108
H -1.171886 4.785061 -3.802886 0.39 0.14 -0.06 0.131
H -0.635620 3.877374 -5.261117 0.20 0.33 0.19 0.131

=====

2.
22
Properties=species:S:1:pos:R:3:forces:R:3:nbo_charge:R:1 method="wB97M-V/def2-TZVPD" energy_ev=-25430.9857 relative_energy_kj_mol=248.41 charge=+1 homo_ev="-12.381 / -12.380" lumo_energy_ev="-3.71 / -3.71" gap_ev="8.7 / 8.7"
C -2.038031 -0.620342 -0.483614 -1.27 0.28 0.09 -0.639
C -0.795637 -0.982847 0.284470 0.85 0.18 -2.27 -0.080
N -0.395629 -2.445180 -0.173325 0.41 0.58 1.23 -0.721
C 0.405035 -0.126819 0.042813 1.80 3.04 -1.24 0.138
C 1.721949 -0.484168 0.059216 -0.93 0.49 0.54 -0.167
Cl 2.478853 -2.057588 0.399788 -0.38 1.27 -0.26 0.083
C 2.626063 0.698770 -0.073480 -0.70 1.08 -1.10 0.606
O 3.830050 0.714056 -0.170282 -1.04 0.06 0.56 -0.524
N 1.733061 1.809273 -0.228932 -0.18 -3.19 -0.71 -0.463
N 0.323922 1.471087 -0.384106 2.60 -3.42 1.47 -0.195
C -0.551344 2.374335 0.341914 -2.36 1.23 -0.66 -0.447
H -1.770680 -0.510325 -1.552178 -0.23 0.48 0.58 0.246
H -2.802788 -1.444817 -0.467617 0.66 0.77 0.36 0.240
H -2.505048 0.303602 -0.017915 0.46 -1.16 -1.03 0.257
H -0.836294 -0.892851 1.360943 -0.73 -1.21 0.50 0.261
H -1.002366 -3.005041 0.382201 -0.54 -1.07 0.57 0.431
H 0.578452 -2.550543 0.189906 -0.27 -0.56 -0.29 0.434
H -0.425405 -2.854601 -1.134163 -0.19 1.43 0.43 0.462
H 2.021769 2.688684 0.091818 0.05 1.52 0.27 0.419
H -1.402194 1.766973 0.693541 0.33 0.57 0.03 0.201
H -0.160860 2.947284 1.187167 0.50 -0.55 0.04 0.221
H -1.032888 3.201064 -0.348165 1.17 -1.81 0.90 0.237